Molecular formula: C27H36F5N8PReS
Method: DFT, ωB97M-V/def2-TZVPD

Values from the calculation:
- Energy: -2804.1848 a.u.
- Total charge: +4
- Maximum force: 1.16 eV Å⁻¹
- Expectation value of S²: 3.80
- Spin multiplicity: 4
- HOMO (alpha / beta): -18.1 / -18.6 eV

```
79
Properties=species:S:1:pos:R:3:forces:R:3:mulliken_spin:R:1
Re -0.12022 -0.00902 0.41064 0.38 -0.95 -0.54 1.80
C 0.52557 2.25078 4.07977 -0.01 0.02 0.08 0.00
C 0.28020 1.74767 2.70852 0.01 -0.09 -0.01 0.06
N 0.41201 0.50700 2.34275 -0.24 0.19 0.43 -0.03
C 0.63713 -0.60222 3.28010 0.07 -0.19 -0.01 0.02
C 1.22522 -1.80570 2.53815 0.02 0.23 0.12 0.01
N 0.75356 -1.92129 1.10666 0.19 0.04 0.00 -0.04
C -0.20245 -3.04923 0.88765 -0.23 0.00 -0.08 0.01
C -1.60180 -2.55901 1.16295 0.00 -0.14 0.00 -0.01
N -1.84640 -1.36031 0.30200 0.56 0.35 0.30 0.04
C -2.21757 -1.71488 -1.11608 -0.07 0.15 -0.19 0.02
C -1.54905 -0.75231 -2.11545 -0.08 -0.14 0.02 -0.07
N -1.14123 0.42787 -1.35213 0.04 0.29 -0.16 -0.01
C -1.57651 1.62819 -1.58079 0.07 -0.01 -0.06 -0.01
C -2.42002 2.04894 -2.73100 -0.07 0.01 -0.05 0.00
C -1.20465 2.57806 -0.51381 0.10 -0.10 -0.02 0.03
C -1.47006 3.94452 -0.46290 -0.04 0.08 0.04 0.00
C -1.08049 4.65791 0.65656 0.00 -0.03 -0.09 -0.01
C -0.47408 3.99546 1.72841 0.04 0.07 0.06 0.03
C -0.24433 2.63982 1.63678 0.02 -0.02 -0.04 0.04
N -0.58359 1.96440 0.50929 -0.31 0.53 0.14 -0.01
H -0.37445 2.11736 4.69317 -0.02 0.00 -0.05 0.01
H 0.75947 3.31241 4.08335 0.02 -0.01 0.01 0.00
H 1.32984 1.71190 4.57828 0.01 0.01 -0.03 0.00
H -0.32871 -0.85516 3.72456 -0.04 0.06 -0.02 -0.01
H 1.29538 -0.32624 4.10280 0.03 0.03 -0.01 0.00
H 0.96442 -2.70736 3.09039 0.07 -0.08 -0.07 0.00
H 2.31193 -1.73835 2.53174 0.00 0.02 -0.10 0.00
H 1.58062 -2.14605 0.55772 -0.01 0.01 -0.03 0.01
H 0.03949 -3.90743 1.51399 0.07 0.01 0.02 0.00
H -0.10973 -3.36647 -0.15221 0.07 0.01 -0.01 0.00
H -1.71737 -2.26164 2.20611 -0.04 0.05 -0.02 -0.01
H -2.33602 -3.33931 0.95879 -0.05 0.03 -0.01 0.00
H -2.62474 -0.83985 0.70127 -0.08 -0.07 -0.03 0.01
H -3.30079 -1.67604 -1.21783 -0.03 -0.03 0.14 0.00
H -1.90280 -2.73415 -1.32403 -0.02 -0.03 0.08 0.00
H -2.22584 -0.50931 -2.92994 -0.04 0.02 0.01 0.01
H -0.65708 -1.20952 -2.54661 -0.04 0.09 0.03 0.03
H -2.24884 1.45085 -3.62230 0.06 0.00 0.01 0.00
H -2.23373 3.09096 -2.98391 0.00 -0.01 -0.02 0.00
H -3.48160 1.96852 -2.47299 0.02 0.02 0.04 0.00
H -1.98851 4.43986 -1.27252 0.03 -0.01 -0.02 0.00
H -1.25639 5.72471 0.70892 -0.05 -0.01 0.04 0.00
H -0.20651 4.55113 2.61687 -0.02 -0.03 0.01 0.00
C 5.12739 3.51016 -0.93923 0.04 0.00 0.24 0.00
N 4.40549 2.80068 -2.09655 0.05 0.04 -0.08 0.00
C 5.18691 1.51664 -2.44798 0.01 -0.26 0.02 0.01
N 5.34726 0.70963 -1.29382 0.30 -0.18 0.00 0.00
C 6.07309 1.43272 -0.24732 -0.38 0.09 -0.16 0.00
N 5.29067 2.60787 0.14287 0.26 0.06 0.23 0.00
C 4.06948 2.29417 0.85789 -0.38 0.00 -0.01 0.00
P 2.86635 1.33431 -0.24121 0.24 -0.07 -0.09 0.06
C 2.99448 2.46836 -1.73018 -0.42 -0.16 0.07 0.01
C 4.13359 0.08595 -0.80445 -0.34 -0.07 0.09 0.01
H 4.53129 4.37388 -0.64623 -0.07 0.00 -0.10 0.00
H 6.09087 3.85604 -1.31210 0.01 -0.10 -0.11 0.00
H 4.40689 3.41651 -2.91392 -0.04 0.00 -0.01 0.00
H 6.15587 1.82187 -2.84064 -0.02 0.14 0.02 0.00
H 4.62639 0.99557 -3.22386 -0.07 0.08 -0.01 0.00
H 7.04269 1.75034 -0.62908 0.00 0.03 0.00 0.00
H 6.23394 0.78372 0.61035 -0.01 0.01 0.03 0.00
H 3.60164 3.21490 1.21161 0.03 0.01 0.04 0.00
H 4.31183 1.68194 1.72748 -0.02 0.01 0.03 0.00
H 2.45273 3.39520 -1.53604 0.08 0.06 0.00 0.00
H 2.52082 1.97654 -2.58242 0.05 -0.01 -0.04 0.00
H 3.63475 -0.53168 -1.55501 0.40 0.01 -0.04 0.01
H 4.38166 -0.56162 0.03946 0.02 -0.01 -0.01 0.00
F 4.37404 -4.20280 -6.99063 -0.02 0.03 0.04 0.04
C 3.81553 -3.48242 -6.07051 0.08 -0.05 -0.10 0.20
C 3.99303 -3.83043 -4.72061 0.10 -0.13 0.16 0.00
F 4.72781 -4.87351 -4.40881 -0.02 0.02 -0.06 0.00
C 3.40269 -3.06618 -3.75415 -0.08 0.07 -0.12 0.08
F 3.58304 -3.36627 -2.47706 -0.04 -0.06 0.01 0.01
C 2.59291 -1.94285 -4.08407 -0.10 0.08 0.19 0.10
S 1.75629 -1.08215 -2.89675 -0.05 0.05 -0.14 0.48
C 2.48012 -1.59469 -5.46228 0.11 -0.04 0.14 0.08
F 1.80406 -0.51120 -5.79153 -0.07 -0.05 -0.03 0.01
C 3.06886 -2.35185 -6.43764 -0.06 0.10 -0.16 0.00
F 2.95631 -2.03320 -7.70612 0.02 -0.04 0.02 0.00
```
Positions in Å, forces in eV/Å.


Molecular formula: C27H36F6O27
Method: DFT, ωB97M-V/def2-TZVPD

Values from the calculation:
- Energy: -3680.6492 a.u.
- Total charge: +1
- Maximum force: 6.57 eV Å⁻¹
- Expectation value of S²: 0.76
- Spin multiplicity: 2
- ΔE to the lowest compared entry with this formula, charge and spin: 27.3 kJ/mol
- HOMO (alpha / beta): -12.2 / -12.2 eV

```
96
Properties=species:S:1:pos:R:3:forces:R:3:mulliken_spin:R:1
C 2.61743 -12.67592 25.44367 -0.56 0.55 -1.10 0.00
C 2.10636 -12.26066 24.04598 2.51 0.60 1.17 0.00
O 2.18818 -10.79661 24.09002 0.34 -2.15 -1.30 0.00
C 2.29298 -10.41498 25.36247 -0.59 2.00 1.47 0.00
O 2.21323 -9.27146 25.75505 0.37 -2.10 -0.78 0.00
O 2.41475 -11.48838 26.17561 0.18 0.03 1.06 0.00
F 0.85184 -12.58107 23.84302 -2.28 -0.37 -0.23 0.00
H 3.67453 -12.94083 25.42230 0.04 0.12 -0.09 0.00
H 2.03605 -13.53039 25.79002 -0.13 0.30 0.39 0.00
H 2.70907 -12.81601 23.32735 0.17 1.11 -0.72 0.00
C 4.89740 -12.65562 19.86652 1.76 -2.73 -5.71 0.00
C 6.37850 -12.25271 19.69867 -2.03 2.49 2.01 0.00
O 6.62389 -12.06038 21.10898 1.27 -0.39 0.57 0.00
C 5.47477 -11.95925 21.85578 0.78 -1.18 3.73 0.00
O 5.47024 -11.87896 23.11985 -0.32 0.30 -5.84 0.00
O 4.45391 -12.20607 21.01458 -1.49 2.12 4.39 0.00
F 6.52575 -10.94744 19.21520 -0.08 -1.04 -0.44 0.00
H 4.85562 -13.74363 19.81551 0.26 -0.43 0.47 0.00
H 4.30692 -12.47407 18.96848 -0.21 1.04 0.38 0.00
H 7.06341 -12.89439 19.14437 -0.09 -0.05 0.65 0.00
C 9.97160 -11.36996 21.30411 -0.45 -0.56 0.40 0.00
C 10.65918 -11.34368 22.64635 -0.85 -1.76 -0.86 0.00
O 11.96847 -11.46044 22.20275 1.74 -1.32 3.11 0.00
C 12.10788 -10.89121 21.05799 -1.76 1.90 -0.64 0.00
O 13.07045 -10.48092 20.57375 3.91 0.39 -1.59 0.02
O 10.92168 -10.59412 20.52983 -3.24 -0.33 -0.40 0.02
F 10.39543 -12.51862 23.32078 -0.13 0.86 0.24 0.00
H 8.90236 -11.20530 21.43719 0.12 1.57 -0.83 0.00
H 9.96010 -12.37717 20.88759 0.39 -0.36 0.20 0.00
H 10.47271 -10.42944 23.20981 0.10 -0.32 0.46 0.00
C 0.86157 -10.82655 18.76577 0.37 -0.72 0.17 0.00
C 0.58254 -10.38946 20.20143 -0.57 -3.62 -0.66 0.00
O -0.17639 -9.29948 20.10541 -1.46 1.80 -1.06 0.00
C -0.10536 -8.82308 18.80424 -0.03 1.40 -0.48 0.00
O -0.58873 -7.80832 18.41323 0.21 -0.93 0.59 0.00
O 0.65068 -9.65154 18.04599 -0.34 0.81 -0.23 0.00
F 1.68932 -10.12561 20.85379 2.56 0.80 1.20 0.00
H 0.18020 -11.58987 18.39006 -0.15 -0.09 0.26 0.00
H 1.87778 -11.20343 18.65016 0.04 0.25 -0.02 0.00
H 0.12403 -11.21919 20.73939 -0.59 0.24 0.24 0.00
C 1.34876 -16.87914 21.58574 -1.09 -0.86 1.63 0.00
C 0.96430 -15.49814 22.16886 -0.03 -1.63 -1.48 0.00
O 1.59561 -14.65148 21.26502 -0.76 1.18 -0.96 0.00
C 2.01608 -15.32048 20.19449 3.28 3.06 -4.35 0.00
O 2.59596 -14.78778 19.21156 -2.18 -1.55 3.46 0.00
O 1.87430 -16.61029 20.29329 -0.66 -1.48 0.80 0.00
F 1.51108 -15.22831 23.31763 1.02 0.00 2.66 0.00
H 0.46350 -17.51301 21.63694 -0.18 0.05 -1.12 0.00
H 2.01023 -17.46283 22.22595 0.77 0.56 -0.15 0.00
H -0.11636 -15.41150 22.28192 -0.03 0.64 -0.42 0.00
C 6.71213 -16.17738 15.55601 0.82 -1.72 -0.69 0.00
C 6.95862 -16.54746 17.00489 -1.31 -2.08 -1.89 0.00
O 6.57606 -15.46948 17.69702 0.22 2.89 0.89 0.00
C 6.10482 -14.50836 16.82162 -3.62 2.76 1.24 0.00
O 5.56740 -13.46221 17.16760 2.32 -2.55 -0.58 0.00
O 6.02093 -14.99188 15.58937 -0.27 1.33 0.30 0.00
F 8.24364 -16.88974 17.15087 1.14 -0.04 0.79 0.00
H 6.11234 -16.97986 15.12660 0.21 0.33 -0.61 0.00
H 7.66357 -15.98925 15.05856 -0.02 -0.55 -0.28 0.00
H 6.28857 -17.36636 17.26671 0.54 -0.43 0.49 0.00
C 6.68109 -14.61935 24.98994 1.55 0.33 -2.18 0.00
O 6.09442 -14.65042 23.62589 -0.39 0.32 -0.08 0.00
C 6.66068 -15.15513 22.52876 4.76 -1.59 2.17 0.00
O 7.91749 -15.41394 22.39667 -4.48 1.12 0.06 0.02
O 5.70509 -15.52256 21.71902 -1.28 1.22 -0.25 0.00
C 5.88355 -16.49872 20.72752 0.49 -1.00 -0.17 0.00
H 7.28019 -13.72212 25.14540 -0.70 0.60 -0.17 0.00
H 7.50586 -15.32858 24.92030 -0.62 -0.87 0.83 0.00
H 5.85101 -14.68959 25.69289 0.39 -0.47 -0.23 0.00
H 6.51792 -17.26323 21.17608 0.23 -0.13 -0.50 0.00
H 6.26786 -16.11316 19.78319 0.21 0.12 0.39 0.00
H 4.91118 -16.94684 20.52311 -0.09 0.23 0.15 0.00
C 11.81500 -6.78901 22.63166 0.11 0.04 -1.03 0.00
O 10.82696 -7.88753 22.83293 2.14 0.71 1.60 0.00
C 9.63768 -7.75319 22.33368 -3.30 0.70 -3.32 0.00
O 9.33032 -7.03664 21.37829 0.47 -0.97 2.18 0.00
O 8.76425 -8.66503 22.89812 0.60 -0.11 0.60 0.00
C 7.31240 -8.69400 22.63561 0.76 1.15 -1.08 0.00
H 12.76646 -6.95605 23.13657 -0.54 -0.93 0.42 0.00
H 11.51115 -5.78929 22.94207 -0.86 -0.40 0.17 0.00
H 12.08234 -6.71188 21.57777 -0.41 -0.21 -0.08 0.00
H 7.10810 -9.08750 21.63987 0.29 -0.14 -0.08 0.00
H 6.94393 -7.66831 22.61812 -0.01 -0.05 0.24 0.00
H 6.76317 -9.29872 23.35725 0.75 0.06 0.30 0.00
C 9.81693 -14.06152 16.53198 -0.46 1.92 -2.22 0.00
O 10.72770 -14.84850 17.23582 0.34 -1.43 2.15 0.05
C 11.10669 -14.33249 18.38427 -0.99 0.32 -0.08 -0.08
O 11.05227 -13.19876 18.78896 0.42 -1.29 -0.22 0.25
O 11.54546 -15.39625 19.16530 1.15 -0.07 1.61 0.53
C 11.62136 -15.29929 20.62199 -1.28 0.91 -0.88 0.03
H 10.45417 -13.23292 16.22304 -0.85 0.56 -0.34 0.00
H 8.90455 -13.73763 17.03275 0.47 0.08 0.92 0.01
H 9.42222 -14.54620 15.63901 0.78 -0.57 0.13 0.00
H 11.02865 -16.10998 21.04573 -0.72 -0.59 -0.35 0.08
H 11.15181 -14.36222 20.92116 0.42 -0.05 0.19 0.01
H 12.57500 -15.56552 21.07785 0.71 0.32 -0.78 0.05
```
Positions in Å, forces in eV/Å.


- Which value of spin multiplicity does entry 2 give?
  2


- Which of these has the lowest maximum force?
  C27H36F5N8PReS


- Among the records above, which one has the lowest energy?
  C27H36F6O27